[1]
{
  "formula": "C46H41IN3PPb",
  "method": "ωB97M-V with the def2-TZVPD basis set",
  "symbols": ["Pb", "I", "C", "C", "C", "C", "C", "C", "C", "C", "C", "C", "H", "H", "H", "H", "H", "H", "N", "C", "C", "C", "C", "C", "C", "C", "C", "N", "C", "H", "H", "H", "H", "H", "H", "H", "H", "C", "N", "C", "C", "C", "C", "C", "C", "C", "C", "H", "H", "H", "H", "H", "H", "H", "H", "H", "H", "H", "H", "C", "C", "C", "C", "C", "C", "P", "C", "C", "C", "C", "C", "C", "C", "C", "C", "C", "C", "C", "H", "H", "H", "H", "H", "H", "H", "H", "H", "H", "H", "H", "H", "H", "H"],
  "xyz": [[0.04772, 0.62861, -0.28119], [1.19227, -0.74041, 2.18276], [3.00544, 0.33914, 2.22878], [3.04641, 1.15471, 3.33077], [4.12653, 2.03290, 3.54655], [5.12354, 2.07636, 2.62440], [5.11509, 1.23216, 1.48483], [6.21673, 1.32400, 0.59797], [6.30617, 0.50615, -0.48452], [5.28143, -0.42505, -0.71488], [4.17206, -0.53803, 0.08541], [4.05504, 0.30445, 1.24605], [2.24107, 1.13806, 4.05173], [4.14737, 2.65682, 4.42802], [5.96563, 2.74287, 2.75305], [6.99730, 2.03674, 0.82275], [7.15761, 0.54791, -1.14706], [5.38466, -1.11234, -1.54377], [1.41251, 2.72057, 0.80416], [0.61639, 3.86671, 0.49182], [1.15786, 5.06416, 0.12187], [0.33452, 6.18484, -0.12041], [-1.01404, 6.10251, 0.05758], [-1.60439, 4.87155, 0.43513], [-2.99244, 4.72465, 0.66287], [-3.49943, 3.50895, 1.01602], [-2.62386, 2.40991, 1.08517], [-1.32955, 2.49845, 0.87794], [-0.79418, 3.73208, 0.60214], [2.38913, 2.86963, 0.56525], [1.38672, 2.53100, 1.80467], [2.23331, 5.16764, 0.05092], [0.79082, 7.11963, -0.41136], [-1.64611, 6.96708, -0.08512], [-3.63783, 5.58777, 0.56085], [-4.55050, 3.36610, 1.21218], [-3.01708, 1.42123, 1.29743], [0.66331, 0.68443, -3.47406], [1.67095, 0.70341, -2.41566], [2.36319, 1.99166, -2.38366], [2.60629, -0.43744, -2.52630], [2.42166, -1.50926, -1.46669], [1.48612, -2.51152, -1.71864], [1.34272, -3.60878, -0.87951], [2.20025, -3.74960, 0.19952], [3.11356, -2.74715, 0.48458], [3.19427, -1.59653, -0.29226], [1.10433, 0.84144, -4.46478], [-0.07131, 1.47543, -3.30701], [0.14607, -0.27480, -3.47606], [2.89319, 2.19753, -3.32085], [3.09156, 1.99460, -1.57182], [1.64320, 2.79649, -2.21975], [3.62174, -0.04802, -2.51271], [2.47372, -0.90829, -3.50446], [0.89524, -2.46075, -2.62404], [0.60934, -4.37038, -1.10844], [2.15814, -4.63468, 0.81851], [3.77240, -2.84637, 1.33876], [-6.17970, 0.11898, -1.63428], [-6.17916, -1.04163, -0.86888], [-4.99181, -1.53765, -0.36210], [-3.79004, -0.86916, -0.60375], [-3.80158, 0.28280, -1.38311], [-4.99140, 0.78123, -1.89676], [-2.20409, -1.52515, -0.02227], [-2.39237, -1.89713, 1.73776], [-1.42840, -2.71023, 2.34321], [-1.44857, -2.92311, 3.71144], [-2.42248, -2.31637, 4.49449], [-3.37763, -1.50573, 3.90236], [-3.36645, -1.29676, 2.52951], [-2.02417, -3.11084, -0.87380], [-2.28398, -4.34434, -0.28628], [-2.15664, -5.50677, -1.03262], [-1.78750, -5.44381, -2.36778], [-1.54358, -4.21287, -2.96526], [-1.65713, -3.05400, -2.21697], [-7.10876, 0.49818, -2.03525], [-7.10596, -1.56267, -0.67729], [-4.99909, -2.44868, 0.22336], [-2.87486, 0.80178, -1.61007], [-4.98953, 1.67470, -2.50499], [-0.67259, -3.20036, 1.73733], [-0.71112, -3.56823, 4.16832], [-2.44117, -2.48470, 5.56124], [-4.14570, -1.04483, 4.50708], [-4.12919, -0.67505, 2.07933], [-2.58377, -4.40756, 0.75168], [-2.35801, -6.46472, -0.57413], [-1.70051, -6.35060, -2.94816], [-1.27162, -4.16130, -4.00955], [-1.47535, -2.09432, -2.68926]],
  "atomic_forces_ev_per_a": [[-0.08, 0.04, -0.14], [-0.05, -0.16, 0.12], [0.10, 0.11, -0.08], [0.14, 0.05, -0.03], [-0.04, -0.06, -0.07], [-0.01, -0.05, 0.00], [0.15, 0.11, 0.00], [-0.07, -0.10, -0.01], [-0.04, 0.03, 0.08], [0.08, -0.02, -0.01], [0.05, 0.10, 0.10], [-0.15, 0.00, 0.03], [-0.04, -0.03, 0.02], [-0.01, 0.01, 0.03], [0.02, 0.03, 0.01], [0.04, 0.05, 0.01], [0.05, 0.00, -0.03], [-0.02, -0.03, -0.06], [0.02, -0.16, -0.04], [-0.03, -0.03, 0.05], [-0.06, 0.06, -0.01], [0.04, -0.02, 0.00], [-0.03, -0.09, 0.02], [0.00, 0.07, -0.03], [-0.03, 0.04, 0.00], [0.08, -0.05, -0.02], [-0.13, -0.04, -0.03], [0.17, 0.12, 0.07], [0.00, -0.05, 0.00], [-0.06, 0.00, 0.00], [-0.04, -0.07, -0.06], [0.04, 0.00, -0.01], [0.01, 0.03, -0.01], [-0.04, 0.05, 0.00], [-0.01, 0.01, 0.00], [-0.06, -0.01, 0.01], [0.02, 0.00, 0.01], [-0.01, 0.01, -0.04], [0.00, 0.09, 0.11], [0.10, 0.00, -0.08], [0.07, -0.03, 0.02], [-0.03, 0.01, 0.03], [0.06, 0.00, 0.06], [0.06, 0.01, -0.01], [-0.05, 0.01, -0.02], [-0.01, -0.01, 0.07], [-0.02, 0.03, -0.15], [0.00, -0.01, 0.00], [-0.03, 0.05, 0.00], [-0.04, -0.04, -0.01], [-0.01, 0.00, -0.01], [0.02, -0.01, 0.01], [-0.02, 0.02, 0.01], [-0.03, -0.02, 0.06], [0.02, 0.00, 0.02], [0.01, -0.02, -0.03], [0.00, -0.03, -0.01], [0.00, -0.04, 0.03], [0.01, 0.01, 0.02], [0.01, 0.01, -0.01], [0.01, 0.02, -0.02], [0.02, -0.02, 0.05], [-0.06, -0.10, -0.01], [0.04, 0.11, -0.01], [-0.02, -0.04, 0.02], [0.18, 0.28, -0.03], [0.04, -0.04, 0.03], [-0.01, -0.03, 0.01], [-0.03, 0.01, 0.03], [0.00, 0.00, -0.02], [-0.01, -0.02, 0.00], [0.01, 0.04, 0.02], [-0.11, -0.04, -0.06], [0.02, 0.00, 0.05], [0.00, -0.05, -0.03], [0.01, 0.04, -0.03], [-0.05, -0.02, 0.06], [-0.11, -0.06, -0.06], [-0.04, 0.02, -0.01], [-0.04, -0.03, 0.01], [0.02, -0.03, 0.01], [0.03, 0.00, 0.03], [0.01, 0.03, -0.02], [0.00, 0.00, -0.02], [0.04, -0.03, 0.01], [0.00, -0.01, 0.05], [-0.02, 0.03, 0.02], [-0.03, 0.01, -0.02], [-0.03, 0.00, -0.02], [-0.01, -0.02, 0.03], [0.01, -0.05, -0.02], [0.02, 0.00, -0.07], [-0.03, 0.04, 0.00]],
  "lowdin_charge": [1.18, 1.23, -0.55, -0.19, -0.05, -0.01, -0.15, -0.01, -0.03, -0.02, -0.14, -0.13, 0.09, 0.12, 0.13, 0.12, 0.12, 0.13, 0.02, -0.27, 0.00, -0.04, -0.01, -0.14, 0.03, -0.02, -0.12, -0.03, -0.19, 0.09, 0.08, 0.12, 0.12, 0.13, 0.13, 0.12, 0.10, -0.11, -0.40, -0.09, -0.13, -0.18, -0.04, -0.05, -0.06, -0.09, -0.22, 0.11, 0.08, 0.07, 0.11, 0.08, 0.08, 0.11, 0.14, 0.10, 0.10, 0.12, 0.13, -0.05, -0.05, -0.08, -0.39, -0.13, -0.07, 0.99, -0.40, -0.22, -0.08, -0.06, -0.05, -0.09, -0.37, -0.08, -0.06, -0.06, -0.07, -0.13, 0.12, 0.12, 0.12, 0.07, 0.11, 0.08, 0.12, 0.12, 0.12, 0.10, 0.11, 0.12, 0.12, 0.12, 0.09],
  "largest_force_ha_per_bohr": 0.0066,
  "homo_ev": -12.950,
  "total_charge": 2,
  "relative_energy_kcal_mol": 1.1,
  "total_energy_ev": -75463.689,
  "gap_ev": 7.4
}

---

[2]
{
  "formula": "C46H41MnN10O5PS2",
  "method": "ωB97M-V with the def2-TZVPD basis set",
  "symbols": ["Mn", "C", "C", "C", "C", "C", "N", "C", "N", "C", "C", "C", "C", "C", "C", "C", "C", "N", "C", "N", "C", "N", "C", "N", "C", "N", "C", "C", "C", "C", "C", "C", "C", "C", "C", "C", "C", "C", "N", "C", "C", "H", "H", "H", "H", "H", "H", "H", "H", "H", "H", "H", "H", "H", "H", "H", "H", "C", "C", "C", "O", "P", "S", "S", "O", "C", "C", "C", "H", "H", "H", "H", "H", "H", "H", "H", "H", "H", "H", "H", "H", "H", "C", "C", "C", "C", "C", "C", "O", "N", "C", "O", "N", "C", "O", "H", "H", "H", "H", "H", "H", "H", "H", "H", "H", "H"],
  "xyz": [[-0.09082, 0.14889, -0.21026], [5.35338, -2.36351, 2.53834], [5.33118, -1.14221, 3.20514], [4.23478, -0.29811, 3.11594], [3.19298, -0.70291, 2.30094], [1.96388, -0.03371, 1.91544], [1.26748, -0.78381, 1.02794], [1.93138, -2.00401, 0.90604], [1.55798, -3.13421, 0.45244], [-0.80122, -2.61831, 0.03004], [-2.00362, -3.46381, -0.35246], [-2.48732, -4.65281, 0.14994], [-3.67712, -5.13481, -0.38226], [-4.35592, -4.44221, -1.37796], [-3.84952, -3.26901, -1.91116], [-2.64902, -2.80421, -1.39966], [-1.88642, -1.59781, -1.68366], [-2.27862, -0.71891, -2.58886], [-1.92422, 0.53959, -2.48716], [-1.30632, 1.10299, -1.40556], [-1.35492, 2.46949, -1.55056], [-1.13832, 3.33209, -0.58756], [-0.56362, 2.99989, 0.54374], [0.16058, 1.84989, 0.73734], [0.69198, 1.90249, 1.98954], [1.60588, 1.09699, 2.47274], [0.23428, 3.08539, 2.67904], [0.44168, 3.53429, 3.96924], [-0.17202, 4.71629, 4.34484], [-0.98442, 5.41459, 3.45504], [-1.18562, 4.97019, 2.15484], [-0.55882, 3.79869, 1.76094], [-1.93802, 2.79189, -2.83836], [-2.15692, 3.99179, -3.48966], [-2.79792, 3.94019, -4.71806], [-3.20202, 2.73219, -5.28146], [-2.97332, 1.52549, -4.64246], [-2.32122, 1.56939, -3.42136], [-0.81762, -1.50051, -0.89366], [3.21508, -1.92481, 1.62054], [4.28528, -2.78781, 1.76074], [6.21348, -3.00981, 2.64054], [6.18668, -0.85281, 3.79554], [4.16558, 0.63249, 3.65714], [-1.96162, -5.19261, 0.92124], [-4.08872, -6.06271, -0.01646], [-5.29692, -4.82711, -1.73966], [-4.35632, -2.71601, -2.68796], [1.05278, 2.95659, 4.64544], [-0.02922, 5.10009, 5.34524], [-1.48832, 6.30769, 3.79774], [-1.81692, 5.52599, 1.48014], [-1.81342, 4.91519, -3.05366], [-3.00162, 4.85639, -5.25056], [-3.70622, 2.73429, -6.23676], [-3.30232, 0.58849, -5.06726], [4.29968, -3.74661, 1.26934], [1.08008, 0.45759, -5.37636], [2.51688, 0.04349, -5.11566], [2.61788, -1.42291, -4.71336], [3.14868, 0.87169, -4.13706], [2.51258, 1.55599, -2.83436], [1.42388, 3.15969, -3.15036], [1.55578, 0.00399, -1.84636], [3.82658, 2.00309, -2.06826], [5.04218, 1.28239, -1.80046], [5.98328, 1.34619, -2.99676], [4.78598, -0.15661, -1.38536], [0.66368, -0.12891, -6.19046], [1.03398, 1.51219, -5.63446], [0.48108, 0.29259, -4.48356], [3.11988, 0.21439, -6.01786], [2.06318, -1.59581, -3.79546], [3.65538, -1.70711, -4.55556], [2.20218, -2.04411, -5.50106], [5.47468, 1.84169, -0.96006], [5.55608, 0.79629, -3.83006], [6.94068, 0.90429, -2.72856], [6.14158, 2.37629, -3.30436], [4.33458, -0.70191, -2.21046], [4.11338, -0.19621, -0.53186], [5.72268, -0.63711, -1.11196], [-4.95442, -0.65191, 2.52024], [-3.92162, -1.74291, 2.76474], [-2.64282, -1.22751, 3.49114], [-3.00192, -0.60991, 4.84524], [-1.78372, -0.21961, 5.67104], [-1.79972, -2.47251, 3.65404], [-1.73532, -3.17871, 4.62454], [-1.15792, -2.83341, 2.47424], [-1.10702, -2.02181, 1.39024], [0.33178, -3.45861, -0.04366], [-1.41792, -0.75171, 1.42324], [-1.95202, -0.21291, 2.57974], [-1.92182, 0.97569, 2.78984], [-5.76512, -1.06221, 1.92554], [-4.51442, 0.18669, 1.98384], [-5.37922, -0.29551, 3.45294], [-3.63282, -2.17381, 1.80084], [-4.35782, -2.54321, 3.37174], [-3.59962, -1.33331, 5.40444], [-3.59332, 0.28439, 4.65034], [-1.15762, -1.08211, 5.88344], [-2.12282, 0.20329, 6.61204], [-1.19192, 0.52649, 5.14864], [-0.66722, -3.72031, 2.45284]],
  "atomic_forces_ev_per_a": [[0.29, 0.09, 0.06], [-0.03, -0.07, 0.04], [0.06, 0.05, 0.05], [-0.18, -0.10, -0.11], [0.54, -0.64, -0.31], [-0.68, -1.51, -1.22], [0.16, 0.97, 0.74], [-0.44, -0.13, -0.23], [1.01, -0.35, 0.32], [-0.22, 0.31, -0.39], [-0.21, 0.10, -0.55], [0.05, 0.16, -0.05], [-0.02, -0.08, 0.01], [-0.08, -0.07, 0.00], [0.34, 0.21, 0.01], [-0.13, -0.59, 0.59], [1.23, 0.13, 0.74], [-0.17, 0.74, -0.73], [0.02, -0.76, 0.77], [-0.39, 0.85, -0.32], [0.21, -1.66, 0.51], [-0.05, 0.77, 0.59], [0.37, -1.23, -0.98], [-0.24, 0.58, 0.22], [0.92, -0.78, -0.70], [-0.76, 1.31, 0.60], [-0.69, 1.25, 0.24], [0.15, -0.44, -0.46], [-0.24, 0.31, 0.04], [0.10, -0.09, 0.30], [0.11, -0.28, -0.42], [0.28, 0.24, 1.33], [-0.35, -0.24, -1.14], [0.05, -0.31, 0.28], [-0.08, 0.03, -0.11], [-0.04, 0.15, -0.07], [0.18, -0.14, 0.39], [-0.10, 1.14, -0.30], [-0.52, -0.70, -0.44], [0.43, 0.37, 0.49], [-0.17, 0.07, -0.13], [0.08, 0.01, 0.01], [0.06, 0.03, 0.11], [0.11, 0.13, 0.01], [0.01, -0.12, 0.12], [-0.03, -0.09, 0.08], [-0.08, -0.08, -0.06], [-0.05, -0.02, -0.07], [0.08, 0.01, 0.11], [-0.03, 0.00, 0.05], [0.04, 0.08, -0.05], [-0.06, 0.01, -0.15], [-0.04, 0.18, 0.04], [0.04, 0.10, -0.07], [-0.03, 0.05, -0.07], [0.06, -0.07, -0.03], [-0.02, -0.11, -0.11], [0.13, 0.13, -0.05], [-0.31, -0.41, -0.40], [0.08, 0.24, -0.03], [0.34, 0.26, 0.45], [-1.06, 0.10, 0.43], [0.28, -0.44, 0.09], [0.44, 0.35, -0.49], [0.09, 0.21, 0.04], [0.30, -0.27, 0.03], [-0.22, 0.13, 0.17], [0.03, 0.22, 0.13], [-0.01, -0.13, -0.13], [-0.08, 0.07, -0.03], [-0.11, -0.01, 0.03], [-0.14, -0.03, 0.14], [-0.03, -0.06, 0.00], [0.14, -0.05, 0.01], [-0.04, -0.11, -0.16], [-0.05, -0.14, -0.16], [0.02, -0.05, -0.08], [0.10, -0.02, 0.03], [0.03, 0.10, -0.04], [-0.02, -0.15, 0.01], [-0.03, -0.06, 0.00], [0.17, 0.00, 0.00], [0.10, -0.19, 0.03], [-0.11, 0.07, -0.20], [-0.30, 0.25, 0.64], [0.30, -0.09, -0.10], [-0.10, -0.02, -0.06], [0.01, 0.09, 0.16], [-0.10, 0.06, -0.04], [0.56, -0.32, -0.54], [-0.42, 1.21, 0.70], [-0.50, 0.00, -0.07], [0.23, -0.76, -0.72], [-0.12, -0.08, 0.40], [-0.20, -0.28, 0.04], [-0.11, 0.03, -0.12], [-0.06, 0.11, -0.04], [-0.04, 0.13, 0.07], [-0.08, -0.09, 0.08], [0.12, 0.05, -0.03], [-0.10, 0.07, -0.08], [-0.09, -0.10, 0.05], [0.04, -0.05, 0.10], [0.11, 0.07, 0.16], [0.08, 0.13, 0.01], [-0.12, 0.01, -0.02]],
  "lowdin_charge": [0.38, -0.07, -0.07, 0.00, -0.11, -0.25, 0.06, -0.29, 0.16, -0.35, -0.08, -0.01, -0.06, -0.07, 0.01, -0.08, -0.26, 0.22, -0.25, 0.06, -0.28, 0.23, -0.21, 0.09, -0.25, 0.23, -0.11, 0.00, -0.06, -0.06, 0.01, -0.08, -0.14, -0.01, -0.06, -0.07, 0.00, -0.10, 0.05, -0.10, 0.00, 0.11, 0.10, 0.11, 0.12, 0.11, 0.11, 0.12, 0.12, 0.10, 0.11, 0.12, 0.12, 0.10, 0.10, 0.12, 0.12, -0.09, -0.46, -0.07, -0.31, -0.03, 0.30, 0.50, -0.31, -0.43, -0.05, -0.08, 0.08, 0.06, 0.04, 0.14, 0.02, 0.08, 0.08, 0.14, 0.07, 0.08, 0.08, 0.05, 0.05, 0.09, -0.06, -0.15, -0.29, -0.17, -0.07, -0.38, 0.14, 0.24, -0.19, 0.00, 0.19, -0.37, 0.14, 0.08, 0.08, 0.08, 0.11, 0.13, 0.13, 0.11, 0.07, 0.08, 0.07, 0.18],
  "s2": 0.92,
  "largest_force_ha_per_bohr": 0.0400,
  "homo_ev": [-7.215, -6.693],
  "total_energy_ev": -135790.281,
  "multiplicity": 2,
  "gap_ev": [5.2, 4.7]
}